(1)
{"formula": "C30H38N4O2Tl", "method": "the ωB97M-V functional and the def2-TZVPD basis", "fmax_ev_per_a": 4.3, "lumo_energy_ha": [0.077, 0.075], "energy_ha": -1707.72621, "spin_multiplicity": 1, "homo_ha": [-0.055, -0.032], "charge": -1, "species": ["Tl", "N", "N", "C", "C", "C", "C", "H", "H", "H", "C", "C", "H", "H", "H", "C", "C", "H", "H", "H", "C", "H", "H", "H", "C", "H", "H", "H", "C", "H", "C", "H", "C", "H", "C", "H", "C", "C", "H", "C", "C", "H", "C", "H", "N", "C", "C", "C", "H", "C", "C", "H", "H", "H", "C", "H", "C", "C", "H", "H", "H", "C", "H", "H", "H", "N", "C", "C", "O", "O", "H", "H", "H", "H", "H"], "positions_angstrom": [[2.247, -0.530, -1.937], [0.395, 1.319, -1.968], [-2.780, 0.807, -1.272], [0.719, -0.132, 1.854], [-0.062, 1.095, 1.775], [0.831, 2.101, 1.218], [0.431, 3.484, 0.929], [-0.289, 3.828, 1.681], [-0.053, 3.569, -0.055], [1.300, 4.154, 0.940], [2.087, 1.519, 1.016], [3.315, 2.209, 0.559], [3.984, 2.429, 1.408], [3.069, 3.165, 0.080], [3.896, 1.600, -0.149], [2.016, 0.139, 1.406], [3.155, -0.811, 1.390], [3.806, -0.666, 0.517], [2.798, -1.849, 1.392], [3.788, -0.680, 2.283], [-1.364, 1.284, 2.170], [-1.816, 2.271, 2.081], [-1.907, 0.481, 2.664], [-3.315, 0.890, 0.812], [0.220, -1.423, 2.356], [0.278, -2.208, 1.585], [-0.827, -1.328, 2.660], [0.797, -1.772, 3.229], [1.383, 2.000, -2.611], [2.335, 2.142, -2.076], [1.272, 2.434, -3.938], [2.184, 2.648, -4.489], [-0.012, 2.550, -4.472], [-0.176, 2.866, -5.501], [-1.083, 2.299, -3.622], [-2.115, 2.474, -3.931], [-0.873, 1.834, -2.290], [-2.063, 1.953, -1.428], [-2.129, 2.673, -0.614], [-3.379, 0.363, -0.130], [-2.950, -0.218, -2.248], [-2.639, -0.091, -3.269], [-3.421, -1.291, -1.605], [-3.647, -2.270, -1.987], [-3.561, -0.972, -0.246], [-3.598, -1.879, 0.848], [-4.336, -1.516, 1.985], [-4.187, -2.277, 3.148], [-4.737, -1.986, 4.046], [-3.367, -3.408, 3.181], [-3.224, -4.222, 4.433], [-2.316, -3.953, 4.990], [-3.157, -5.290, 4.195], [-4.081, -4.063, 5.095], [-2.660, -3.757, 2.031], [-2.017, -4.641, 2.044], [-2.726, -2.984, 0.865], [-1.792, -3.300, -0.258], [-2.315, -3.541, -1.191], [-1.207, -4.187, 0.017], [-1.069, -2.492, -0.454], [-5.272, -0.354, 2.006], [-5.752, -0.163, 1.040], [-4.783, 0.567, 2.354], [-6.069, -0.566, 2.732], [7.311, 0.761, -2.525], [6.262, 0.979, -3.561], [4.974, 0.587, -2.861], [3.907, 0.603, -3.537], [5.088, 0.254, -1.635], [7.849, 1.615, -2.364], [7.973, 0.044, -2.831], [6.760, 0.459, -1.672], [6.243, 2.026, -3.861], [6.451, 0.345, -4.427]], "forces_ev_per_a": [[0.24, -0.70, 0.67], [-1.64, 3.82, 0.94], [-1.24, -1.37, 1.06], [0.46, 1.07, -0.44], [1.35, -0.30, -0.50], [0.58, -1.20, 0.36], [-0.09, 0.55, -0.11], [0.08, 0.18, -0.10], [0.00, 0.15, 0.03], [-0.22, 0.05, -0.01], [-1.18, 0.01, 0.06], [0.49, 0.24, -0.06], [-0.01, 0.04, -0.20], [0.15, -0.12, 0.02], [-0.03, 0.22, 0.15], [-0.99, 0.14, -0.28], [0.35, -0.24, 0.23], [0.03, -0.08, 0.17], [0.13, 0.08, -0.03], [0.03, -0.14, -0.14], [-0.52, 0.10, 0.17], [-0.11, -0.21, 0.14], [-0.10, 0.22, 0.00], [0.32, -0.17, -0.33], [-0.12, -0.55, 0.25], [-0.05, -0.04, 0.22], [0.06, -0.18, 0.01], [-0.18, -0.09, -0.11], [-0.10, -0.96, -0.80], [-0.23, -0.66, -0.32], [-0.23, 0.49, 0.50], [-0.24, 0.27, 0.13], [0.25, -0.44, -0.06], [0.08, -0.08, 0.18], [0.49, 0.01, 0.58], [0.34, 0.17, 0.17], [0.26, -0.37, -2.31], [0.31, 0.26, -0.10], [0.48, -0.53, -0.04], [1.73, 1.16, -0.69], [0.48, 1.13, 0.71], [-0.04, 0.09, 0.06], [-0.04, -0.82, 1.36], [0.00, 0.09, 0.09], [-1.28, -1.27, -1.83], [0.18, 0.21, 0.55], [0.30, -0.57, 0.04], [0.18, -0.32, -0.24], [0.10, -0.08, -0.25], [-0.07, 0.26, -0.25], [0.04, -0.13, 0.26], [-0.18, -0.02, -0.16], [-0.04, 0.17, 0.09], [0.14, -0.08, -0.05], [-0.32, 0.28, -0.21], [-0.11, 0.31, 0.00], [-0.24, 0.13, 0.61], [0.45, -0.52, -0.35], [0.26, 0.04, 0.22], [-0.08, 0.20, -0.08], [-0.37, -0.08, 0.05], [-0.60, 0.33, 0.39], [0.23, 0.00, 0.13], [-0.07, -0.18, -0.20], [0.13, 0.08, -0.17], [-0.25, 0.23, -0.35], [0.01, -0.10, 0.37], [-1.11, -0.46, 0.56], [0.87, 0.08, 0.48], [-0.66, 0.19, -1.23], [0.41, 0.52, 0.26], [0.55, -0.60, -0.08], [0.19, 0.10, -0.26], [0.00, -0.11, 0.01], [-0.03, 0.07, 0.08]]}

---

(2)
{"formula": "C37H31N3O5PtS2Te", "method": "the ωB97M-V functional and the def2-TZVPD basis", "s_squared": 0.761, "fmax_ev_per_a": 1.1, "lumo_energy_ha": [-0.117, -0.188], "energy_ha": -3152.58429, "spin_multiplicity": 2, "homo_ha": [-0.394, -0.396], "charge": 1, "e_above_lowest_kj_mol": 0.00, "species": ["Pt", "O", "C", "O", "C", "C", "C", "C", "C", "N", "C", "O", "O", "H", "H", "H", "H", "S", "C", "N", "C", "C", "C", "C", "C", "C", "S", "H", "H", "H", "H", "C", "C", "C", "C", "C", "C", "Te", "N", "C", "O", "C", "C", "C", "C", "C", "C", "C", "C", "C", "C", "C", "C", "C", "C", "C", "C", "H", "H", "H", "H", "H", "H", "H", "H", "H", "H", "H", "H", "H", "H", "H", "H", "H", "H", "H", "H", "H", "H", "H"], "positions_angstrom": [[-0.820, -0.982, -1.149], [1.102, -4.909, 1.159], [0.869, -3.710, 0.633], [0.771, -2.709, 1.296], [0.837, -3.748, -0.864], [1.115, -4.932, -1.524], [1.222, -4.936, -2.906], [1.084, -3.739, -3.577], [0.760, -2.604, -2.854], [0.605, -2.599, -1.521], [0.581, -1.288, -3.581], [0.960, -1.157, -4.718], [0.023, -0.361, -2.855], [1.109, -4.813, 2.123], [1.267, -5.831, -0.948], [1.433, -5.854, -3.438], [1.203, -3.637, -4.647], [-2.774, -0.097, 1.208], [-2.966, 0.687, -0.310], [-2.464, 0.146, -1.411], [-2.834, 0.878, -2.553], [-2.603, 0.524, -3.879], [-3.083, 1.360, -4.868], [-3.794, 2.522, -4.557], [-4.065, 2.858, -3.245], [-3.580, 2.014, -2.252], [-3.841, 2.139, -0.531], [-2.069, -0.380, -4.127], [-2.909, 1.104, -5.904], [-4.155, 3.159, -5.353], [-4.644, 3.738, -2.999], [6.621, 2.536, 0.743], [5.244, 1.946, 0.844], [4.428, 2.201, 1.935], [3.149, 1.668, 2.043], [2.364, 1.999, 3.288], [2.667, 0.861, 1.000], [0.671, 0.169, 1.210], [-1.813, -1.366, 0.581], [-2.129, -2.633, 0.995], [-1.817, -3.607, 0.332], [-2.783, -2.719, 2.342], [-4.102, -3.143, 2.455], [-4.711, -3.172, 3.701], [-4.000, -2.791, 4.831], [-2.678, -2.381, 4.719], [-2.069, -2.334, 3.473], [-0.182, 2.104, 1.079], [-0.867, 2.526, 2.218], [-1.473, 3.769, 2.253], [-1.408, 4.585, 1.131], [-0.737, 4.158, -0.002], [-0.106, 2.914, -0.060], [0.614, 2.514, -1.316], [3.487, 0.556, -0.096], [3.073, -0.337, -1.227], [4.757, 1.112, -0.153], [6.894, 3.069, 1.652], [6.680, 3.238, -0.090], [7.366, 1.759, 0.567], [4.797, 2.829, 2.739], [3.024, 1.988, 4.155], [1.558, 1.293, 3.493], [1.918, 2.992, 3.219], [-4.644, -3.452, 1.571], [-5.740, -3.494, 3.789], [-4.475, -2.821, 5.803], [-2.123, -2.096, 5.602], [-1.033, -2.026, 3.376], [-0.933, 1.877, 3.084], [-1.991, 4.096, 3.144], [-1.876, 5.561, 1.143], [-0.690, 4.803, -0.872], [0.806, 3.388, -1.937], [0.036, 1.806, -1.913], [1.574, 2.047, -1.096], [2.132, -0.834, -1.035], [3.829, -1.106, -1.397], [2.963, 0.225, -2.158], [5.388, 0.881, -1.005]], "forces_ev_per_a": [[-0.13, -0.58, 0.05], [-0.11, -0.01, -0.03], [-0.06, 0.01, 0.07], [0.20, 0.03, -0.04], [-0.03, 0.01, 0.14], [0.15, 0.05, -0.02], [0.01, 0.01, 0.00], [0.07, 0.02, -0.01], [0.09, -0.03, -0.05], [-0.52, 0.02, 0.02], [0.04, 0.04, 0.07], [-0.03, -0.03, 0.04], [0.02, -0.03, -0.08], [0.00, -0.01, 0.01], [-0.01, 0.01, 0.02], [-0.01, 0.00, 0.00], [-0.01, -0.02, 0.00], [0.16, 0.09, -0.10], [-0.19, -0.36, -0.06], [0.36, 1.01, 0.37], [0.00, -0.10, -0.05], [0.02, 0.04, 0.00], [0.01, 0.01, 0.00], [0.00, 0.00, 0.01], [0.04, -0.01, -0.03], [-0.01, 0.05, 0.05], [-0.12, -0.04, 0.02], [0.04, 0.04, 0.01], [0.00, 0.00, 0.00], [-0.01, -0.01, 0.00], [0.00, 0.00, 0.01], [0.02, 0.02, 0.00], [0.00, -0.02, -0.03], [0.02, -0.01, 0.01], [-0.13, -0.03, 0.00], [0.00, 0.05, 0.00], [0.34, 0.08, 0.07], [0.04, 0.49, -0.39], [-0.05, -0.46, -0.06], [0.02, -0.16, -0.03], [-0.01, -0.05, 0.11], [-0.16, -0.02, -0.11], [0.03, -0.11, 0.03], [0.02, 0.00, -0.04], [0.01, -0.01, 0.01], [0.01, 0.01, 0.02], [-0.03, 0.00, 0.00], [0.00, -0.03, -0.08], [-0.03, -0.04, -0.01], [-0.04, 0.01, -0.02], [0.02, 0.01, 0.00], [0.01, 0.02, 0.02], [0.07, 0.02, 0.02], [0.00, -0.01, 0.00], [-0.09, 0.00, 0.04], [0.06, -0.03, -0.14], [0.04, 0.06, 0.07], [-0.01, 0.00, 0.00], [-0.01, 0.00, 0.00], [-0.01, 0.00, 0.00], [0.00, -0.02, 0.01], [0.01, 0.03, 0.00], [0.03, -0.02, 0.02], [-0.02, -0.01, -0.02], [0.00, 0.02, -0.01], [0.00, 0.00, 0.00], [0.00, 0.01, 0.00], [0.00, -0.01, 0.00], [-0.01, 0.04, -0.01], [0.01, 0.01, 0.00], [0.00, 0.00, 0.00], [-0.01, -0.01, 0.00], [0.01, 0.00, 0.00], [-0.01, 0.00, 0.00], [0.00, 0.00, 0.01], [-0.01, 0.00, 0.00], [-0.14, -0.06, 0.06], [-0.01, 0.02, 0.00], [0.00, 0.01, 0.02], [-0.02, -0.02, 0.00]]}

---

(3)
{"formula": "C3H5NO", "method": "the ωB97M-V functional and the def2-TZVPD basis", "fmax_ev_per_a": 4.9, "lumo_energy_ha": [-0.054, -0.054], "energy_ha": -247.15633, "spin_multiplicity": 1, "homo_ha": [-0.345, -0.345], "charge": 0, "e_above_lowest_kj_mol": 396.21, "species": ["C", "C", "C", "N", "O", "H", "H", "H", "H", "H"], "positions_angstrom": [[-0.200, -1.921, 0.663], [-0.370, 0.900, 0.357], [0.754, 0.271, -0.406], [-0.832, -2.507, 1.441], [0.839, -0.046, -1.711], [0.027, 1.362, 1.259], [-0.804, 1.592, -0.332], [-1.121, 0.228, 0.573], [1.712, 0.086, 0.227], [-0.004, 0.035, -2.071]], "forces_ev_per_a": [[0.82, 0.78, -0.46], [1.80, 1.36, -1.64], [1.40, -3.52, 1.03], [-0.03, 0.03, -0.08], [2.14, 1.11, 4.23], [-0.12, 0.03, -0.15], [-0.44, 1.20, -0.22], [-1.36, -1.54, 0.62], [-1.50, 0.38, -1.88], [-2.70, 0.18, -1.44]]}